[1]
Formula: C6H25O6
Source: the OMol25 dataset
Level of theory: ωB97M-V/def2-TZVPD

Last column: Löwdin spin population.
Element x y z (Å)
O1 0.358 -0.209 -0.155  0.0453
H1 0.287 -1.146 0.038  0.0095
H2 1.185 0.218 0.081  0.0145
H3 -0.413 0.261 0.170  0.0245
O2 2.466 0.778 0.962  0.0984
H4 2.587 1.006 1.883  0.0594
H5 3.355 0.661 0.625  0.0266
O3 -2.453 0.377 0.295  0.0969
H6 -2.716 1.057 0.915  0.0529
H7 -3.233 0.223 -0.238  0.0214
O4 -0.441 2.326 1.561  0.1633
H8 -0.137 1.855 2.337  0.0852
H9 -1.387 2.403 1.682  0.0533
C1 -0.272 -5.174 0.869  0.0037
C2 -0.368 -3.696 1.256  0.0143
C3 0.416 -3.254 2.446  0.0359
O5 0.306 -2.971 0.244  0.0238
H10 -0.946 -5.473 0.066  0.0008
H11 -0.474 -5.806 1.734  0.0003
H12 0.762 -5.484 0.717  0.0007
H13 -1.447 -3.546 1.297  0.0054
H14 1.493 -3.422 2.437  0.0051
H15 0.041 -3.630 3.398  0.0023
H16 0.288 -2.177 2.550  0.0359
H17 0.958 -3.563 -0.138  0.0042
C4 0.432 4.399 -2.505  0.0042
C5 0.000 3.138 -1.826  0.0221
C6 -1.021 2.256 -2.591  0.0167
O6 1.066 2.240 -1.520  0.0327
H18 1.003 5.094 -1.889  0.0018
H19 -0.415 4.934 -2.935  0.0005
H20 1.142 4.136 -3.289  0.0004
H21 -0.484 3.409 -0.887  0.0143
H22 -1.122 1.328 -2.028  0.0103
H23 -0.624 1.920 -3.549  0.0007
H24 -1.999 2.719 -2.720  0.0040
H25 1.805 2.811 -1.295  0.0087

- HOMO (alpha / beta): -0.0986 / -0.3654 hartree
- Kohn-Sham gap (alpha / beta): 3.09 / 10.30 eV
- Charge: 0
- Spin multiplicity: 2

[2]
Formula: C6H25O7Y
Source: the OMol25 dataset
Level of theory: ωB97M-V/def2-TZVPD

Last column: Mulliken charge in e.
Element x y z (Å)
Y1 -0.632 1.607 -0.642  1.6316
O1 0.441 -0.269 -0.152  -0.6746
H1 0.295 -0.973 0.527  0.2865
C1 1.333 -2.827 2.307  -0.6079
O2 0.102 -2.200 1.726  -0.5534
H2 1.904 -3.031 1.406  0.2272
H3 1.913 -2.217 2.984  0.3128
H4 1.184 -3.810 2.764  0.2790
H5 -0.115 -1.568 2.442  0.2841
C2 0.926 2.887 2.486  -0.6368
O3 0.394 2.032 1.335  -0.4019
H6 1.583 2.201 2.990  0.3023
H7 1.448 3.734 2.066  0.2963
H8 0.047 3.188 3.043  0.2791
H9 0.884 1.188 1.379  0.3488
C3 -0.308 0.518 -4.108  -0.6745
O4 0.078 1.095 -2.677  -0.4700
H10 -1.389 0.517 -4.201  0.3029
H11 0.158 1.229 -4.771  0.2963
H12 0.111 -0.491 -4.184  0.3483
H13 0.904 0.580 -2.493  0.3297
C4 3.404 -1.035 -1.007  -0.5895
O5 3.220 -0.528 0.304  -0.5326
H14 2.672 -1.775 -1.328  0.2424
H15 3.410 -0.207 -1.700  0.2135
H16 4.357 -1.529 -1.141  0.3319
H17 2.266 -0.365 0.377  0.3191
C5 -2.743 0.822 1.684  -0.3680
O6 -2.423 1.959 0.742  -0.4631
H18 -1.969 0.091 1.464  0.0488
H19 -2.610 1.261 2.649  0.4024
H20 -3.774 0.569 1.529  0.2613
H21 -2.772 2.761 1.171  0.3638
C6 -2.192 -1.285 -1.502  -0.5146
O7 -2.260 0.263 -1.512  -0.3241
H22 -3.173 -1.720 -1.736  0.3814
H23 -1.515 -1.583 -2.296  0.2240
H24 -1.962 -1.599 -0.490  0.1934
H25 -3.196 0.510 -1.432  0.3038

- HOMO: -0.5554 hartree
- Kohn-Sham gap: 7.82 eV
- Charge: +2

[3]
Formula: C6H26NO7
Source: the OMol25 dataset
Level of theory: ωB97M-V/def2-TZVPD

Last column: Mulliken charge in e.
Element x y z (Å)
C1 -1.487 -0.913 0.939  -0.1845
C2 -1.091 -2.396 0.905  -1.1650
C3 -0.264 0.009 1.161  -0.8499
N1 0.602 -0.010 -0.057  0.0907
C4 1.889 1.237 -1.736  -1.5443
C5 1.064 1.364 -0.444  0.2384
C6 1.954 2.024 0.643  -0.8773
O1 3.180 1.410 0.806  -0.7031
H1 -2.028 -0.650 0.016  -0.2564
H2 -2.215 -0.782 1.762  0.4907
H3 -0.308 -2.663 1.681  0.2356
H4 -0.573 -2.613 -0.056  0.2006
H5 -1.940 -3.029 1.012  0.4420
H6 0.311 -0.320 2.059  0.2864
H7 -0.636 1.013 1.351  0.7324
H8 1.516 -0.594 0.223  0.5678
H9 2.834 0.642 -1.533  0.2194
H10 2.174 2.210 -2.094  0.4479
H11 1.284 0.742 -2.502  0.3566
H12 0.136 2.029 -0.627  0.2556
H13 1.446 2.064 1.629  0.2330
H14 2.180 3.055 0.388  0.5034
H15 3.457 -1.492 0.462  0.1055
H16 3.064 0.354 0.921  0.4664
O2 2.812 -1.074 0.901  -0.9829
H17 -1.898 -0.840 -2.384  0.4301
H18 -3.217 -1.692 -2.314  0.2879
O3 -2.944 -0.818 -2.493  -0.8247
H19 -3.718 0.412 -1.587  0.3872
H20 -4.412 0.455 -0.189  0.3080
O4 -4.123 1.006 -0.954  -0.7496
H21 2.224 -1.995 2.012  0.3869
H22 2.420 -2.085 3.471  0.2578
O5 1.956 -2.542 2.810  -0.7120
H23 -0.032 -0.714 -1.238  0.4958
H24 0.079 -0.884 -2.806  0.2715
O6 -0.446 -1.190 -2.107  -0.8573
H25 -2.995 2.161 -0.323  0.4271
H26 -1.439 2.038 -0.031  0.3391
O7 -2.225 2.620 0.071  -0.7569

- HOMO: -0.1991 hartree
- Energy relative to the best compared isomer or geometry (same formula, charge and spin): 88.55 kJ/mol
- Kohn-Sham gap: 8.59 eV
- Charge: -1

[4]
Formula: C6H26NO7
Source: the OMol25 dataset
Level of theory: ωB97M-V/def2-TZVPD

Last column: Mulliken charge in e.
Element x y z (Å)
C1 1.686 0.810 -0.539  -1.6320
O1 0.462 1.201 -1.104  -0.5819
C2 1.802 -0.593 0.105  0.2211
C3 0.831 -1.002 1.217  1.0233
C4 1.304 -2.154 2.131  -1.7804
C5 -0.580 -1.433 0.731  -0.7152
C6 -1.555 -0.287 0.914  -0.8781
N1 2.064 -1.562 -1.007  -0.7846
H1 1.747 1.583 0.270  0.2766
H2 2.493 0.997 -1.289  0.4600
H3 2.819 -0.467 0.632  0.1907
H4 0.755 -0.111 1.867  0.0176
H5 2.416 -2.372 1.980  0.3712
H6 0.816 -3.126 2.093  0.3739
H7 1.106 -1.890 3.188  0.4904
H8 -0.537 -1.797 -0.270  0.5415
H9 -1.033 -2.294 1.307  0.4917
H10 -1.675 -0.037 1.972  0.3785
H11 -1.284 0.690 0.482  -0.2479
H12 -2.588 -0.365 0.580  0.4373
H13 1.870 -1.059 -1.891  0.4229
H14 1.318 -2.261 -0.903  0.3638
H15 -0.150 3.158 -0.925  0.3681
H16 -1.259 3.261 -1.819  0.4141
O2 -0.761 3.870 -1.254  -0.7664
H17 0.913 0.725 -2.643  0.2840
H18 2.239 0.784 -3.545  0.2930
O3 1.407 0.317 -3.420  -0.7443
H19 -0.696 -1.699 3.240  0.2634
H20 -2.350 -1.304 3.224  0.3579
O4 -1.586 -1.762 3.584  -0.6814
H21 -2.432 1.603 -1.208  0.3592
H22 -1.224 1.330 -2.109  0.4245
O5 -2.196 1.482 -2.130  -0.8529
H23 -0.131 2.069 1.634  0.2449
H24 0.478 3.481 1.513  0.3091
O6 -0.292 3.000 1.830  -0.7116
H25 -1.451 -1.317 -3.191  0.3163
H26 -2.381 -0.366 -2.304  0.3554
O7 -2.362 -1.103 -2.942  -0.6738

- HOMO: -0.1831 hartree
- Energy relative to the best compared isomer or geometry (same formula, charge and spin): 220.22 kJ/mol
- Kohn-Sham gap: 8.07 eV
- Charge: -1

[5]
Formula: C6H26O12Sr
Source: the OMol25 dataset
Level of theory: ωB97M-V/def2-TZVPD

Last column: Mulliken charge in e.
Element x y z (Å)
Sr1 18.221 -24.267 -7.189  1.6365
C1 11.199 -22.951 -7.625  -0.1708
C2 9.928 -23.674 -8.100  0.5208
O1 9.079 -24.017 -7.243  -0.7477
O2 9.754 -23.704 -9.346  -0.7703
H1 11.536 -22.127 -8.252  0.2687
H2 12.013 -23.684 -7.526  -0.4428
H3 11.080 -22.567 -6.608  0.3613
C3 14.190 -25.213 -5.224  -0.3440
C4 15.472 -24.843 -5.937  1.2355
O3 15.863 -23.661 -6.140  -0.8721
O4 16.133 -25.769 -6.513  -1.0376
H4 14.354 -25.995 -4.487  0.4186
H5 13.467 -25.585 -5.953  -0.3255
H6 13.708 -24.323 -4.821  0.3219
C5 12.117 -27.962 -6.380  -0.3700
O5 11.602 -27.433 -7.567  -0.4386
H7 11.656 -27.557 -5.484  0.3284
H8 12.081 -29.055 -6.340  0.3245
H9 13.192 -27.755 -6.297  -0.0649
H10 12.129 -27.710 -8.321  0.2937
C6 13.991 -25.330 -9.139  -0.1622
O6 14.830 -24.215 -9.509  -0.6536
H11 14.621 -26.162 -8.843  0.0602
H12 13.257 -25.012 -8.400  -0.0702
H13 13.469 -25.594 -10.064  0.4165
H14 14.202 -23.501 -9.693  0.3354
O7 17.023 -22.538 -8.729  -0.5972
H15 16.139 -22.901 -8.983  0.4667
H16 17.299 -21.991 -9.476  0.2727
O8 14.396 -21.037 -6.802  -0.6006
H17 14.676 -21.933 -6.571  0.2868
H18 15.184 -20.497 -6.689  0.2843
O9 15.533 -22.840 -3.213  -0.6372
H19 16.078 -23.534 -2.827  0.3058
H20 15.539 -23.021 -4.165  0.3161
O10 17.373 -27.649 -4.652  -0.6957
H21 16.776 -26.993 -5.054  0.3493
H22 17.480 -27.364 -3.737  0.3100
O11 14.864 -28.597 -8.403  -0.6201
H23 15.013 -28.009 -7.651  0.1712
H24 14.776 -29.474 -8.011  0.3324
O12 11.531 -23.559 -1.951  -0.6215
H25 11.912 -24.177 -2.583  0.3109
H26 12.272 -23.291 -1.397  0.3144

- HOMO: -0.1966 hartree
- Kohn-Sham gap: 1.64 eV
- Charge: 0